Record 1
This record from the Open Molecules 2025 dataset describes a molecular structure, C32H37ClN2PmSi2 in a non-equilibrium geometry. The level of theory is ωB97M-V with the def2-TZVPD basis set.

orbital gap (spin up / spin down): 6.106 / 6.130 eV
highest occupied orbital energy (spin up / spin down): -9.6 / -9.5 eV
net charge: +1
2S+1: 5

Geometry (Å):
C: -0.58999 -2.04316 5.57075
C: -0.07591 -2.77115 4.45329
C: 1.02879 -2.03499 3.91572
H: -0.42980 -3.75308 4.12548
C: 1.19350 -0.84658 4.69639
C: 0.19008 -0.84714 5.71800
H: 0.00712 -0.05943 6.45392
H: -1.43547 -2.34629 6.19336
H: 1.67869 -2.35338 3.09817
H: 1.93684 -0.06292 4.51434
Pm: -1.00741 -0.56508 3.51142
Si: -0.23281 2.39688 -3.57458
C: -0.37950 1.14896 -4.94692
C: -0.81462 1.48417 -6.24019
H: -1.08880 2.51734 -6.46381
C: -0.86065 0.50159 -7.24061
H: -1.15565 0.76899 -8.26020
C: -0.50513 -0.82069 -6.93993
H: -0.54040 -1.58768 -7.71575
C: -0.06642 -1.16003 -5.65171
H: 0.24938 -2.18343 -5.42839
C: 0.00194 -0.17352 -4.66835
H: 0.38132 -0.41861 -3.67777
C: 1.39566 3.26601 -3.76699
C: 2.42730 2.66700 -4.51259
H: 2.19367 1.82237 -5.16075
C: 3.74025 3.13278 -4.41143
H: 4.53736 2.63731 -4.97080
C: 4.02197 4.24317 -3.60342
H: 5.05290 4.58009 -3.48495
C: 2.97485 4.94288 -2.98808
H: 3.18859 5.86631 -2.44037
C: 1.66090 4.46534 -3.08750
H: 0.83169 5.00711 -2.63197
H: -0.06660 1.56651 -2.36579
Si: -0.28978 -0.30156 0.53803
C: 1.40145 0.41169 0.79452
C: 2.54514 -0.16791 0.21292
H: 2.42841 -0.95709 -0.53166
C: 3.82207 0.26596 0.58477
H: 4.70730 -0.16437 0.11559
C: 3.96594 1.30228 1.51611
H: 4.95341 1.68368 1.76821
C: 2.83447 1.91923 2.06261
H: 2.94511 2.76485 2.75099
C: 1.55566 1.50091 1.67369
H: 0.65925 2.01406 2.03038
C: -0.13973 -1.81776 -0.48587
C: 0.28010 -2.99815 0.15193
H: 0.49764 -2.97707 1.21830
C: 0.37401 -4.20257 -0.55420
H: 0.70145 -5.10759 -0.03535
C: 0.07873 -4.23394 -1.92059
H: 0.22028 -5.15098 -2.48824
C: -0.37470 -3.07406 -2.56088
H: -0.59260 -3.09587 -3.63088
C: -0.52325 -1.88970 -1.83638
H: -0.95072 -1.01321 -2.31961
H: -1.47883 3.21089 -3.29681
Cl: -1.56383 1.03846 -0.44691
N: -2.62738 0.62656 4.95884
C: -3.82051 0.08427 5.70875
C: -4.21440 -1.28252 5.16282
C: -4.58893 -1.22079 3.69479
N: -3.33764 -1.14019 2.80378
H: -2.98324 1.19582 4.18274
H: -2.08814 1.27228 5.54042
H: -3.55711 0.07498 6.77294
H: -4.65654 0.79688 5.61052
H: -3.41719 -2.02448 5.33207
H: -5.09883 -1.60673 5.72214
H: -5.20158 -2.06699 3.35181
H: -5.20721 -0.33068 3.52214
H: -3.45047 -0.36733 2.12638
H: -3.25144 -1.95889 2.18121



Record 2
This record from the Open Molecules 2025 dataset describes a single C5H11NO molecule in a non-equilibrium geometry. The level of theory is ωB97M-V with the def2-TZVPD basis set.

energy relative to the best compared isomer or geometry (same formula, charge and spin): 22.0 kcal/mol
SMILES: CNC(=O)C(C)C
orbital gap: 10.423 eV
highest occupied orbital energy: -9.6 eV

Geometry (Å):
C: -0.81566 1.65019 2.13908
N: -0.21970 1.04414 0.97294
C: -0.78069 -0.00966 0.32824
O: -1.75240 -0.60261 0.77836
C: -0.04745 -0.42977 -0.95921
C: 1.54165 -0.03865 -1.08936
C: -0.26220 -1.92944 -1.17439
H: -1.33490 2.57984 1.88580
H: -0.05376 1.86068 2.89394
H: -1.54023 0.94699 2.54790
H: 0.49523 1.54289 0.47582
H: -0.14491 0.24571 -1.77636
H: 2.03134 -0.35676 -0.18060
H: 1.80665 1.03274 -1.27495
H: 1.96641 -0.56495 -1.96372
H: -0.06800 -2.24015 -2.20179
H: 0.43808 -2.45116 -0.51120
H: -1.25947 -2.28003 -0.89051



Record 3
This record from the Open Molecules 2025 dataset describes a molecular structure, C5H8O2. The level of theory is ωB97M-V with the def2-TZVPD basis set.

energy relative to the best compared isomer or geometry (same formula, charge and spin): 60.6 kcal/mol
orbital gap: 10.268 eV
highest occupied orbital energy: -9.3 eV

Geometry (Å):
C: 0.22476 0.07517 -1.83528
C: 0.12200 0.06241 -0.33501
C: 0.63415 -1.10625 0.49004
O: -0.55319 -1.09547 1.33433
C: -1.10789 -0.05158 0.52228
C: -0.24009 1.14545 0.68807
O: 0.45342 1.28228 1.88419
H: -0.11564 -0.89489 -2.22518
H: -0.40251 0.84690 -2.29107
H: 1.25495 0.22158 -2.17647
H: 1.56165 -0.93760 1.05086
H: 0.69650 -2.04756 -0.06525
H: -2.16076 -0.05123 0.25693
H: -0.62551 2.09662 0.32676
H: 0.26489 0.45660 2.36628



Record 4
This record from the Open Molecules 2025 dataset describes a molecular structure, C11H10ClNY in a non-equilibrium geometry. The level of theory is ωB97M-V with the def2-TZVPD basis set.

energy relative to the best compared isomer or geometry (same formula, charge and spin): 0.0 kcal/mol
orbital gap: 7.667 eV
highest occupied orbital energy: -4.6 eV
net charge: -1

Geometry (Å):
C: -2.41759 -0.40624 0.13719
C: -1.70469 0.76212 -0.35750
C: -1.13111 1.40490 0.77949
H: -1.86186 1.23389 -1.31503
C: -1.46985 0.65799 1.96134
C: -2.40201 -0.36323 1.59681
H: -2.99191 -0.86835 2.34173
H: -2.91609 -1.09993 -0.43909
H: -0.69841 2.34504 0.70639
H: -1.03351 0.77831 2.95363
Y: 0.16162 -0.73285 0.09994
Cl: -0.50189 -1.60636 -2.09217
C: 2.39626 -0.71316 -1.02796
C: 2.67430 -0.00185 0.19368
C: 2.19579 1.34192 0.02873
H: 3.27671 -0.38022 1.02015
C: 1.61824 1.45534 -1.27182
C: 1.72273 0.19287 -1.91175
H: 1.42836 -0.00814 -2.94084
H: 2.70330 -1.73260 -1.26816
H: 2.36622 2.16595 0.71937
H: 1.24231 2.37288 -1.73882
N: -1.66741 -3.84682 1.06005
C: -0.98951 -2.95145 0.76461



Record 5
This record from the Open Molecules 2025 dataset describes a molecular structure, C4H10O3 in a non-equilibrium geometry. The level of theory is ωB97M-V with the def2-TZVPD basis set.

energy relative to the best compared isomer or geometry (same formula, charge and spin): 106.2 kcal/mol
orbital gap: 9.809 eV
highest occupied orbital energy: -9.0 eV

Geometry (Å):
C: 2.78217 0.01162 -0.17016
O: 1.56942 0.25170 0.51633
C: 0.39316 0.11691 -0.26970
C: -0.74210 -0.16088 0.68135
O: -1.19799 1.00906 1.35569
C: -1.84706 -0.67257 -0.21870
O: -3.09073 -0.22660 0.12448
H: 3.61478 0.07132 0.54138
H: 2.91320 0.77570 -0.93954
H: 2.80620 -0.98472 -0.64307
H: -0.40141 0.77241 -1.22206
H: 0.55234 -0.70085 -0.97312
H: -0.40703 -0.89086 1.43147
H: -0.71054 1.75649 0.98459
H: -1.84442 -1.77536 -0.32401
H: -1.47735 0.02433 -1.44736
H: -2.91265 0.62231 0.57242



Record 6
This record from the Open Molecules 2025 dataset describes a molecular structure, C21H34AsFeIN5O5. The level of theory is ωB97M-V with the def2-TZVPD basis set.

energy relative to the best compared isomer or geometry (same formula, charge and spin): 61.7 kcal/mol
orbital gap (spin up / spin down): 4.155 / 5.910 eV
highest occupied orbital energy (spin up / spin down): -2.0 / -3.8 eV
net charge: -1
2S+1: 5

Geometry (Å):
Fe: 0.67795 0.18813 -0.00677
O: -1.28053 3.66352 2.98811
C: -1.45160 2.67708 2.27794
O: -0.51672 1.61385 2.30070
C: -2.44821 2.30565 1.32657
O: -3.47484 2.84235 0.91422
O: -2.06106 1.04561 0.81287
I: 2.90419 1.09829 5.52092
C: 3.07693 1.41563 3.48410
C: 3.99986 2.31335 2.97025
C: 4.06071 2.50448 1.60018
C: 3.19306 1.78848 0.79181
N: 2.30752 0.92793 1.29238
C: 2.23496 0.74471 2.60962
H: 4.65203 2.86270 3.63673
H: 4.75386 3.20730 1.15965
H: 3.17299 1.91548 -0.28330
H: 1.46534 0.06988 2.96156
C: 0.99546 1.22504 -1.79607
H: 0.24816 0.92067 -2.54053
H: 1.97428 1.09983 -2.28471
H: 0.84742 2.30569 -1.67671
C: 0.63006 -2.89173 0.19271
N: 1.54518 -1.87156 -0.36234
C: 1.65720 -2.09542 -1.81488
N: 2.15516 -3.43654 -2.11803
C: 1.23350 -4.40875 -1.52474
N: 1.11032 -4.24758 -0.07505
C: 2.44117 -4.38879 0.51412
N: 3.39610 -3.41214 -0.02097
C: 2.87052 -2.07231 0.24411
C: 3.46003 -3.59538 -1.47430
H: -0.34911 -2.74886 -0.26447
H: 0.52721 -2.72167 1.26341
H: 2.32658 -1.34330 -2.23443
H: 0.66903 -1.95609 -2.25781
H: 1.59592 -5.41690 -1.74163
H: 0.24770 -4.28421 -1.97871
H: 2.81648 -5.39511 0.31207
H: 2.36651 -4.25334 1.59515
H: 3.55812 -1.32704 -0.16211
H: 2.78682 -1.91879 1.32125
H: 3.84036 -4.59767 -1.68636
H: 4.15368 -2.86246 -1.89259
C: -1.27259 -1.15612 -4.50135
C: -2.01610 -2.10620 -3.56900
As: -2.30938 -1.26543 -1.80228
C: -3.24685 -2.75078 -0.89332
C: -4.30375 -3.49928 -1.69260
C: -3.89003 -0.21241 -2.33535
C: -4.74780 0.29634 -1.18386
H: -1.10595 -1.59783 -5.48678
H: -0.30135 -0.87105 -4.09255
H: -1.83114 -0.22933 -4.64869
H: -1.43767 -3.02285 -3.41284
H: -2.97396 -2.40534 -4.00212
H: -3.68433 -2.29700 -0.00117
H: -2.48141 -3.43786 -0.52312
H: -5.06304 -2.82117 -2.08650
H: -4.82007 -4.23791 -1.07366
H: -3.86950 -4.03194 -2.54058
H: -4.47421 -0.82860 -3.02577
H: -3.49647 0.62871 -2.91084
H: -5.09016 -0.52124 -0.54471
H: -5.63883 0.79446 -1.57439
H: -4.21394 1.01279 -0.56181
O: -0.48134 -0.52634 1.43884
C: -0.81748 0.72255 1.28779



Record 7
This record from the Open Molecules 2025 dataset describes a molecular structure, C5H8O4 in a non-equilibrium geometry. The level of theory is ωB97M-V with the def2-TZVPD basis set.

energy relative to the best compared isomer or geometry (same formula, charge and spin): 71.6 kcal/mol
orbital gap: 9.553 eV
highest occupied orbital energy: -9.0 eV

Geometry (Å):
C: -1.16270 0.08644 0.36655
C: 1.00721 1.34844 -0.93380
C: -0.84114 0.78271 1.65250
C: 0.23908 -1.33922 -0.99370
C: -0.81016 -1.34078 0.27806
O: -0.14015 0.50749 -0.95714
O: 1.49116 -1.50377 -0.42932
O: -0.08321 -1.89594 -2.01965
O: -1.09316 -2.29368 0.94028
H: 1.95231 -2.19103 -0.93400
H: -2.10842 0.32241 -0.12062
H: 1.42039 1.37253 -1.94258
H: 0.71712 2.35288 -0.61989
H: 1.74381 0.96530 -0.22230
H: -0.94437 1.86095 1.54396
H: -1.55181 0.44007 2.41000
H: 0.16404 0.52520 1.98164



Record 8
This record from the Open Molecules 2025 dataset describes 2 unconnected molecules or ions with the total composition C18H25FN3O5 in a non-equilibrium geometry. The level of theory is ωB97M-V with the def2-TZVPD basis set.

orbital gap: 7.265 eV
highest occupied orbital energy: -4.8 eV
net charge: -1

Geometry (Å):
O: 5.00555 0.13049 -0.64229
O: -2.42420 2.47887 -4.03712
O: -1.79426 -0.76955 1.79909
O: -3.38601 -2.68826 -2.91258
O: -0.98806 1.28432 1.59555
F: 1.48967 1.01060 6.91458
C: 4.30395 -0.65567 -0.02222
C: -2.69406 1.50092 -3.35821
C: -1.28445 0.16079 1.13697
C: -2.86006 -1.70331 -3.41466
C: 3.41860 0.83504 5.54413
C: 4.02544 0.83180 4.28186
C: 1.86723 1.18614 3.26911
C: 2.03649 1.01121 5.67492
C: 1.24713 1.18232 4.52639
C: 3.25035 1.01724 3.13057
N: -3.11127 -1.35506 -4.68613
N: 3.77340 -0.30931 1.20201
N: -1.76254 0.56594 -3.17137
C: 4.04626 -2.04026 -0.58410
C: -4.08578 1.36253 -2.77424
C: -0.25192 1.34807 4.60467
C: -4.02143 -2.05469 -5.59300
C: 3.87466 1.02924 1.75916
C: -0.96619 -0.07892 -0.34308
C: -2.10459 -0.80133 -1.08488
C: -1.89100 -0.80026 -2.61508
H: 4.01607 0.69699 6.43843
H: 5.09795 0.68628 4.19545
H: 1.25712 1.32351 2.38193
H: -2.66457 -0.51325 -5.01834
H: 3.08268 -0.93358 1.61198
H: -0.84635 0.84351 -3.48430
H: 4.41429 -2.10579 -1.61134
H: 4.55633 -2.78912 0.02604
H: 2.97302 -2.24820 -0.58117
H: -4.72750 2.12206 -3.21589
H: -4.03225 1.52678 -1.69925
H: -4.49970 0.37888 -2.97567
H: -0.59324 1.48108 5.63425
H: -0.56556 2.22240 4.02671
H: -0.74630 0.46394 4.18961
H: -4.32813 -3.01185 -5.16476
H: -4.91107 -1.44603 -5.75808
H: -3.52600 -2.23861 -6.54669
H: 3.35239 1.74784 1.11670
H: 4.92383 1.33855 1.82298
H: -0.05480 -0.67632 -0.43052
H: -0.77146 0.88503 -0.81779
H: -2.14393 -1.83272 -0.73282
H: -3.05458 -0.32645 -0.84684
H: -0.92113 -1.27387 -2.76064